Record 1
Here is the molecule C8H4F4 in a non-equilibrium geometry from OMol25. Energies are from ωB97M-V with the def2-TZVPD basis set.

```
16
Properties=species:S:1:pos:R:3:forces:R:3:lowdin_charge:R:1
F -2.434966 -1.805548 1.279518 1.9390 0.6685 0.9970 0.0760
C -1.219039 -1.240181 1.631295 -1.3149 0.3372 -3.4063 -0.2715
F -0.712253 -1.770031 2.712669 -0.4346 0.2705 0.0887 0.1612
C -0.581255 -0.378856 0.801631 1.3492 1.3282 1.9713 -0.0462
C 0.771634 0.202449 1.369798 -3.1921 -2.4257 -2.9827 -0.0239
C 1.771164 0.267434 0.534819 2.4366 1.2843 -1.0279 -0.1152
C 1.702239 0.000078 -0.913654 0.9719 -0.7602 -1.5425 -0.0863
C 0.494214 -0.158730 -1.472403 -0.5363 0.3754 0.8453 -0.0501
C -0.747052 0.143461 -0.608342 -0.2619 0.3187 -1.3085 -0.0653
C -1.568286 1.053228 -1.222056 0.3168 -1.7190 1.3509 -0.2988
F -1.496741 1.296181 -2.517572 0.2728 0.1799 0.1339 0.1375
F -2.585238 1.737552 -0.726037 0.3397 -0.4775 0.2084 0.1465
H 0.920677 0.433178 2.347285 -0.0513 0.5537 2.7681 0.0764
H 2.668945 0.697652 0.986444 0.1462 -0.2880 -0.5484 0.1076
H 2.610832 -0.098555 -1.672438 -1.7387 0.2095 2.2989 0.1455
H 0.405126 -0.379310 -2.530957 -0.2424 0.1445 0.1536 0.1067
```
Positions in Å, forces in eV/Å.

## Properties
**Net charge**: 0
**Orbital gap**: 8.975 eV
**LUMO**: 0.25 eV
**Energy relative to the best compared isomer or geometry (same formula, charge and spin)**: 0.0 kJ/mol
**Maximum force**: 5.0 eV/Å
**HOMO**: -8.7 eV

Record 2
Here is the molecule C23H36N4O2 from OMol25. Energies are from ωB97M-V with the def2-TZVPD basis set.

```
65
Properties=species:S:1:pos:R:3:forces:R:3:lowdin_charge:R:1
C -0.097343 -6.376432 -4.782632 -0.1690 0.1181 0.1398 -0.0699
C -1.112436 -5.631268 -3.918572 0.0695 -0.5090 -0.2095 -0.1866
N -0.887768 -4.211669 -3.943649 0.1373 0.5207 0.2895 -0.1378
N -1.528326 -3.457699 -4.836335 -0.5839 -0.1612 -0.6136 0.0750
C -1.096682 -2.225672 -4.650939 0.2344 -0.2132 0.2301 -0.1097
C -0.146288 -2.173284 -3.620661 0.0625 -0.1793 -0.0565 -0.1832
C 0.576628 -0.981614 -3.088335 0.0500 -0.1556 0.0529 -0.1512
N 0.358696 -0.842524 -1.655968 0.0419 0.1494 -0.0095 -0.1654
C 1.208486 0.165356 -1.055155 0.0010 0.0369 0.2530 -0.1633
C 1.024857 0.143589 0.465553 0.3286 -0.0027 -0.2074 -0.1404
N -0.357459 0.301509 0.900659 -0.1275 0.1974 0.2100 -0.1510
C -0.803073 1.688874 0.865637 -0.0598 0.0816 -0.0676 -0.1364
C -0.129432 2.568619 1.894392 0.0487 -0.0703 0.0809 -0.1634
C 0.494598 2.026839 3.004261 -0.1107 0.1239 -0.1572 -0.0289
C 1.112411 2.831563 3.944305 0.1514 0.1252 0.2553 -0.0083
C 1.118851 4.207936 3.782518 -0.0771 -0.0846 -0.1081 -0.2256
O 1.719393 5.074990 4.656730 -0.2190 -0.0118 -0.3500 -0.1017
C 2.367093 4.546855 5.785496 0.1182 -0.0826 0.2064 -0.0889
C 0.478698 4.781464 2.672963 0.1018 0.0719 0.1901 -0.1478
C 0.502407 6.276778 2.521472 0.0552 -0.0510 0.0795 -0.0316
C -0.158046 3.961942 1.744195 0.1240 -0.0945 0.1590 -0.1755
C -0.883093 4.568248 0.574514 0.0574 -0.0322 0.0835 -0.0335
C -1.248042 -0.607093 0.172595 -0.2100 -0.4204 -0.3587 -0.2830
C -1.102096 -2.053077 0.668486 -0.1276 0.3040 0.4048 -0.1300
C -1.488884 -2.200936 2.141035 -0.2088 -0.2314 -0.3264 -0.2679
O -0.609958 -1.530285 3.002341 0.3364 0.2519 0.3522 -0.0796
C -1.025688 -0.545244 -1.345727 -0.2038 0.0590 0.2258 -0.1347
C -0.035805 -3.484059 -3.184944 0.0013 0.3556 -0.0210 -0.2229
C 0.799582 -4.053590 -2.098577 0.0359 -0.1170 -0.0947 -0.0057
H -0.150906 -6.015637 -5.806505 0.0046 0.0172 -0.0881 0.0758
H -0.312051 -7.441470 -4.773257 0.0150 -0.1332 -0.0168 0.0710
H 0.912824 -6.220901 -4.412028 0.1120 -0.0123 0.0183 0.0641
H -1.062640 -5.982543 -2.884377 -0.0767 0.0718 -0.0750 0.1143
H -2.119623 -5.798135 -4.307018 0.0895 0.0610 0.1665 0.1194
H -1.472300 -1.422289 -5.253609 -0.1152 0.1697 -0.1498 0.1044
H 1.654690 -1.102381 -3.244591 -0.0530 0.1343 -0.0020 0.1263
H 0.252577 -0.081779 -3.642642 0.0878 -0.0265 0.0330 0.1279
H 0.985794 1.173830 -1.453636 0.0297 -0.0452 -0.0399 0.1225
H 2.251484 -0.062452 -1.290167 -0.0108 0.0575 0.0100 0.1243
H 1.388945 -0.813514 0.846864 0.0842 0.0522 -0.0077 0.1248
H 1.620418 0.939607 0.915701 0.0136 -0.1023 0.0148 0.1222
H -0.656026 2.132520 -0.129824 -0.1085 -0.0106 0.0582 0.1082
H -1.881582 1.693489 1.066781 0.0398 -0.0169 -0.1438 0.1394
H 0.507560 0.959333 3.151139 0.0499 -0.0953 0.0140 0.1029
H 1.584058 2.366198 4.794449 0.0658 -0.0065 0.1011 0.1027
H 3.192805 3.884319 5.505240 -0.0487 0.0110 0.0136 0.0958
H 2.764394 5.406205 6.324418 -0.0066 -0.0993 0.0022 0.0933
H 1.671176 4.005242 6.434589 0.0357 0.0039 -0.0363 0.0962
H -0.497440 6.694255 2.638402 -0.0473 0.1024 -0.0336 0.0882
H 0.884526 6.561357 1.542707 -0.0177 0.0885 -0.0627 0.0862
H 1.142221 6.708895 3.283775 -0.0203 0.1181 -0.0541 0.0734
H -1.846425 4.083285 0.429617 -0.0700 0.0055 -0.0947 0.0824
H -1.059160 5.627571 0.722372 -0.0403 0.0715 -0.0439 0.0655
H -0.301309 4.446933 -0.340341 -0.0311 0.0163 -0.1312 0.0931
H -2.278037 -0.289259 0.379378 0.1022 -0.0019 -0.0060 0.1481
H -1.756265 -2.686525 0.067758 -0.0099 -0.0637 -0.0916 0.1208
H -0.078052 -2.391813 0.522860 0.0343 -0.1172 -0.0363 0.1044
H -2.517860 -1.830885 2.284147 0.0277 -0.1178 -0.0385 0.1162
H -1.464128 -3.255241 2.432886 -0.1003 0.0659 -0.0661 0.1151
H -0.470878 -0.653385 2.601973 -0.0071 -0.0874 -0.0745 0.0366
H -1.313875 0.454343 -1.725635 0.0354 -0.0447 -0.0521 0.1289
H -1.661264 -1.283722 -1.838122 -0.0343 0.0683 0.0357 0.1249
H 0.192463 -4.631307 -1.401969 0.0271 -0.0308 0.1170 0.0813
H 1.574661 -4.707837 -2.498447 0.0663 -0.0745 0.0387 0.0793
H 1.267944 -3.236424 -1.558546 0.0187 -0.0080 0.0893 0.0694
```
Positions in Å, forces in eV/Å.

## Properties
**Net charge**: 0
**Orbital gap**: 8.911 eV
**LUMO**: 0.74 eV
**Energy relative to the best compared isomer or geometry (same formula, charge and spin)**: 301.4 kJ/mol
**Maximum force**: 0.9 eV/Å
**HOMO**: -8.2 eV